Molecular formula: C16H64N20O16
Method: DFT, the ωB97M-V functional and the def2-TZVPD basis

E_HOMO ... -8.6 eV
Orbital gap ... 8.09 eV
Spin multiplicity ... 1
E_LUMO ... -0.5 eV

Each line ends with the Löwdin charge.
Cartesian coordinates (Å):
C 2.016 -1.363 4.783  -0.54
O 2.072 -2.670 5.262  -0.11
N 1.876 -0.988 3.492  0.15
N 2.142 -0.254 5.486  0.09
H 1.667 -1.673 2.778  0.06
H 2.192 -0.068 3.181  0.06
H 2.297 -0.345 6.528  0.17
H 2.332 0.740 5.223  0.15
C 0.732 2.445 -3.257  -0.64
O 1.869 2.114 -3.968  -0.08
N -0.444 1.958 -3.484  0.16
N 0.705 3.285 -2.271  0.14
H -0.285 1.195 -4.176  0.12
H -1.352 2.167 -3.088  0.10
H 1.583 3.853 -2.232  0.16
H -0.068 3.467 -1.690  0.04
C -0.632 5.501 -0.243  -0.61
O 0.195 5.449 0.811  -0.08
N -1.438 4.533 -0.679  0.13
N -0.622 6.437 -1.127  0.17
H -1.651 3.673 -0.175  0.04
H -1.972 4.547 -1.594  0.16
H 0.018 7.268 -0.942  0.18
H -1.065 6.308 -2.008  0.11
C -1.208 0.703 4.814  -0.53
O -2.468 1.433 4.931  -0.18
N -0.776 0.214 3.647  0.09
N -0.339 0.495 5.756  0.15
H -1.511 0.149 2.858  0.08
H -0.011 -0.472 3.611  0.09
H -0.455 0.920 6.706  0.14
H 0.646 0.107 5.557  0.04
C 2.916 -0.838 -3.536  -0.55
O 2.057 -1.632 -4.301  -0.11
N 4.041 -0.457 -3.970  0.24
N 2.543 -0.321 -2.429  0.18
H 4.445 -0.801 -4.761  0.10
H 4.625 0.138 -3.433  0.10
H 1.554 -0.383 -2.188  0.06
H 2.998 0.468 -2.068  0.06
C 0.114 0.146 -0.343  -0.59
O 0.115 -0.649 0.790  -0.08
N 0.238 1.415 -0.203  0.11
N 0.065 -0.229 -1.567  0.17
H 0.460 1.679 0.911  0.07
H 0.544 2.027 -0.964  0.07
H -0.195 -1.205 -1.878  0.13
H -0.141 0.526 -2.212  0.07
C -3.079 1.569 -0.727  -0.66
O -2.635 0.928 -1.823  -0.10
N -2.351 2.109 0.192  0.08
N -4.338 1.744 -0.565  0.20
H -1.296 1.903 0.042  0.08
H -2.588 2.718 1.017  0.19
H -4.914 1.062 -1.186  0.18
H -4.784 1.687 0.369  0.12
C -3.651 -0.192 2.387  -0.65
O -4.499 0.884 2.582  -0.12
N -3.891 -1.380 2.805  0.19
N -2.608 -0.116 1.651  0.13
H -4.775 -1.322 3.379  0.16
H -3.212 -2.071 3.087  0.10
H -2.452 0.740 1.055  0.07
H -2.167 -0.991 1.338  0.10
C -3.368 -2.384 -2.166  -0.57
O -3.595 -3.768 -2.251  -0.15
N -2.844 -1.808 -1.144  0.19
N -3.869 -1.451 -3.015  0.15
H -2.343 -2.433 -0.510  0.06
H -2.650 -0.816 -1.098  0.06
H -4.292 -1.735 -3.862  0.09
H -3.392 -0.595 -3.034  0.04
C 1.648 2.512 2.286  -0.58
O 2.674 1.674 2.703  -0.12
N 1.819 3.746 1.943  0.20
N 0.417 2.076 2.213  0.13
H 1.042 4.039 1.364  0.04
H 2.800 4.016 1.758  0.15
H 0.179 1.242 2.883  0.10
H -0.351 2.734 2.342  0.15
C -1.277 -1.557 -4.867  -0.13
O -0.275 -0.664 -4.479  -0.16
H -2.144 -0.951 -5.181  0.09
H -1.451 -2.347 -4.132  0.08
H -0.957 -1.910 -5.808  0.07
H 0.536 -1.135 -4.614  -0.01
C -0.184 -4.349 -1.683  -0.17
O 0.129 -3.105 -2.175  -0.11
H -1.251 -4.520 -1.422  0.07
H 0.386 -4.475 -0.805  0.05
H 0.013 -5.198 -2.384  0.11
H 0.324 -3.343 -3.083  0.08
C -2.347 -4.099 1.207  -0.07
O -1.433 -3.089 0.740  -0.21
H -3.110 -4.140 0.427  0.08
H -2.785 -3.561 2.051  0.05
H -1.805 -5.043 1.507  0.11
H -0.678 -3.029 1.300  0.00
C 3.508 -1.604 0.244  -0.16
O 2.593 -2.204 -0.577  -0.09
H 4.043 -2.210 0.913  0.08
H 2.938 -0.913 0.856  0.07
H 4.094 -0.976 -0.319  0.04
H 2.499 -1.480 -1.171  -0.01
C 1.700 -4.158 2.153  -0.09
O 0.930 -2.989 1.858  -0.20
H 2.705 -3.960 1.805  0.07
H 1.449 -5.010 1.491  0.09
H 1.768 -4.407 3.218  0.09
H 1.049 -2.730 0.903  0.08
C 4.187 2.055 -0.726  -0.15
O 4.166 1.879 -2.102  -0.14
H 3.273 1.618 -0.350  0.06
H 4.335 3.102 -0.449  0.09
H 4.945 1.423 -0.281  0.09
H 5.080 1.743 -2.377  0.10

=====

Molecular formula: C3H5N3
Method: DFT, the ωB97M-V functional and the def2-TZVPD basis

E_HOMO ... -9.7 eV
Orbital gap ... 10.22 eV
Spin multiplicity ... 1
E_LUMO ... 0.6 eV
ΔE to the lowest compared entry with this formula, charge and spin ... 24.78 kcal/mol
Structure (SMILES) ... [H]/N=C(\C#N)NC

Each line ends with the Löwdin charge.
Cartesian coordinates (Å):
C -0.064 1.500 0.733  -0.08
N -0.584 0.424 -0.093  -0.03
C -0.047 -0.768 -0.503  -0.47
N -0.398 -1.200 -1.655  0.13
C 0.788 -1.574 0.392  -0.13
N 1.430 -2.350 0.964  0.16
H 0.441 1.133 1.630  0.08
H 0.618 2.164 0.185  0.08
H -0.924 2.096 1.058  0.08
H -1.146 0.732 -0.876  0.13
H -0.114 -2.156 -1.834  0.06

=====

Molecular formula: C5H11N
Method: DFT, the ωB97M-V functional and the def2-TZVPD basis

E_HOMO (spin up / spin down) ... -12.9 / -12.9 eV
Orbital gap (spin up / spin down) ... 7.72 / 3.90 eV
Spin multiplicity ... 2
Charge ... +1
E_LUMO (spin up / spin down) ... -5.2 / -9.0 eV
ΔE to the lowest compared entry with this formula, charge and spin ... 69.27 kcal/mol

Each line ends with the Löwdin charge.
Cartesian coordinates (Å):
C -1.778 0.041 -0.113  -0.31
C -0.377 -0.426 -0.409  -0.18
C 0.670 0.669 -0.010  -0.16
C 2.898 0.371 0.968  0.27
C 2.010 0.203 -0.108  0.03
N -2.790 -0.884 -0.636  0.02
H -1.970 0.995 -0.624  0.12
H -1.857 0.369 0.930  0.12
H -0.138 -1.400 0.045  0.13
H -0.277 -0.791 -1.439  0.13
H 0.345 1.100 0.934  0.13
H 0.435 1.428 -0.778  0.18
H 3.922 0.019 1.001  0.11
H 2.642 1.051 1.776  0.11
H 2.403 -0.235 -0.992  0.14
H -2.483 -1.825 -0.400  0.07
H -3.653 -0.685 -0.143  0.08

=====

Molecular formula: C7H6O
Method: DFT, the ωB97M-V functional and the def2-TZVPD basis

E_HOMO ... -9.3 eV
Orbital gap ... 10.03 eV
Spin multiplicity ... 1
E_LUMO ... 0.8 eV
ΔE to the lowest compared entry with this formula, charge and spin ... 180.98 kcal/mol

Each line ends with the Löwdin charge.
Cartesian coordinates (Å):
C -2.670 0.037 -0.110  0.09
C -1.649 -0.779 -0.084  -0.12
C -0.258 -1.069 -0.234  -0.27
C 1.110 -0.468 -0.868  -0.12
C 0.388 -0.339 0.877  -0.35
C 0.234 1.116 0.600  -0.05
C 0.846 1.112 -0.634  0.01
H -3.686 0.938 0.074  0.17
H 0.127 -2.167 -0.420  0.18
H 1.814 -0.689 -1.731  0.15
H 0.132 -0.823 1.963  0.19
H 0.361 1.896 1.304  0.10
H 1.398 1.963 -1.259  0.14
O 1.855 -0.727 0.521  -0.10

=====

Number 1: total energy -80187.1713 eV. Number 2: total energy -7661.3810 eV. Number 3: total energy -6843.0289 eV. Number 4: total energy -9394.3721 eV.